[1]
A structure of composition C7H20CaClIrOSi. Source: the OMol25 dataset; level of theory: wB97M-V/def2-TZVPD.

```
32
Properties=species:S:1:pos:R:3
Ir 0.37 -0.14 -0.10
Cl -1.28 -1.97 -0.08
C 1.04 -0.75 1.70
H 1.42 0.16 2.22
H 1.85 -1.48 1.58
H 0.20 -1.18 2.28
Ca 0.78 -2.66 -1.65
C 0.15 -2.73 -3.97
C 2.28 -4.56 -1.38
C 1.96 -0.44 -0.99
H 3.30 -4.20 -1.15
H 1.94 -5.21 -0.56
H 2.32 -5.16 -2.31
H 0.53 -1.84 -4.50
H 0.52 -3.64 -4.47
H -0.95 -2.73 -4.01
H 2.86 -0.75 -0.43
H 2.15 -0.22 -2.07
C -1.86 1.93 2.93
Si -1.38 2.37 1.15
C -2.83 3.19 0.26
C 0.03 3.62 1.29
O -1.09 1.07 0.23
H -2.27 2.83 3.41
H -0.99 1.60 3.53
H -2.62 1.14 2.98
H -3.20 4.08 0.79
H -2.52 3.50 -0.75
H -3.66 2.49 0.14
H 0.87 3.24 1.89
H 0.42 3.89 0.29
H -0.35 4.54 1.76
```

Values from the calculation:
Frontier orbital gap (spin up / spin down), eV: 3.37 / 5.47
Energy above the lowest of the compared OMol25 structures with the same formula, charge and spin, kcal per mole: 0.00
⟨S²⟩: 6.0109
Multiplicity: 5
Total charge: -2
F_max, eV/Å: 4.40

Quick look at the natural (NBO) charges, all values in e: 0.959, -0.737, -1.130, 0.163, 0.202, 0.191, 1.640, -1.391, -1.393, -1.116, 0.168, 0.164, 0.171, 0.169, 0.167, 0.170, 0.175, 0.174, -1.138, 1.899, -1.132, -1.145, -1.222, 0.201, 0.234, 0.234, 0.196, 0.229, 0.232, 0.233, 0.232, 0.204

[2]
A structure of composition C49H58Cl3N3O2P2SSc. Source: the OMol25 dataset; level of theory: wB97M-V/def2-TZVPD.

```
119
Properties=species:S:1:pos:R:3
Sc 0.35 1.12 1.06
C 5.04 1.35 3.39
C 3.72 1.63 2.69
C 3.65 0.85 1.36
C 2.47 1.31 3.66
C 2.48 2.06 5.02
O 1.16 2.69 5.09
C 0.54 2.50 3.93
N 1.15 1.77 3.01
C -0.69 3.19 3.78
C -0.83 4.40 4.55
C -2.05 5.02 4.75
C -3.23 4.32 4.50
C -3.14 3.20 3.71
C -1.91 2.60 3.37
P -2.00 1.10 2.29
C -3.37 1.32 1.09
C -3.67 2.58 0.60
C -4.89 2.83 -0.08
C -5.78 1.78 -0.09
C -5.54 0.51 0.44
C -4.28 0.21 0.89
C -2.51 -0.21 3.41
C -1.70 -1.18 3.88
C -2.07 -2.06 4.89
C -3.25 -1.82 5.61
C -4.08 -0.85 5.13
C -3.79 -0.09 4.01
H 5.89 1.65 2.80
H 5.20 0.28 3.69
H 5.18 1.94 4.26
H 3.60 2.71 2.45
H 3.75 -0.21 1.60
H 4.49 0.98 0.78
H 2.78 1.12 0.79
H 2.30 0.20 3.86
H 3.20 2.79 5.15
H 2.54 1.35 5.80
H 0.03 4.90 5.09
H -2.07 6.11 5.16
H -4.16 4.71 4.94
H -4.11 2.79 3.38
H -2.91 3.37 0.71
H -5.10 3.80 -0.53
H -6.74 1.88 -0.58
H -6.37 -0.13 0.53
H -4.03 -0.79 1.18
H -0.70 -1.25 3.43
H -1.44 -2.92 5.15
H -3.41 -2.48 6.47
H -5.03 -0.65 5.68
H -4.52 0.70 3.86
C 0.06 3.08 -3.89
C -0.26 3.27 -2.39
C -1.61 2.76 -1.98
P 1.15 2.67 -1.14
C 2.38 1.70 -2.28
C 3.45 2.47 -3.02
C 1.71 0.52 -3.09
C 1.94 4.29 -0.56
C 2.27 5.16 -1.81
C 1.06 4.95 0.48
H -0.59 2.25 -4.23
H 1.07 2.81 -4.05
H -0.17 4.04 -4.47
H -0.24 4.31 -2.21
H -1.56 1.98 -1.17
H -2.13 2.18 -2.82
H -2.35 3.44 -1.60
H 2.92 1.14 -1.44
H 3.09 2.95 -3.95
H 4.07 1.70 -3.44
H 4.10 3.16 -2.42
H 1.53 0.73 -4.22
H 0.73 0.30 -2.67
H 2.42 -0.32 -3.07
H 2.88 3.98 -0.09
H 2.93 5.98 -1.49
H 1.42 5.69 -2.35
H 2.80 4.59 -2.56
H 0.56 5.85 0.13
H 1.70 5.22 1.36
H 0.24 4.26 0.83
Cl 0.20 -3.01 -8.36
C 0.31 -3.58 -6.78
C -0.86 -3.60 -6.00
C -0.73 -3.68 -4.64
C 0.50 -4.05 -4.04
C 0.53 -4.23 -2.54
C 1.60 -3.33 -1.81
N 1.06 -2.69 -0.61
C 1.26 -3.08 0.78
C 1.00 -2.00 1.51
N 0.61 -0.96 0.67
C 0.57 -1.45 -0.54
O 0.81 -5.59 -2.21
C -0.40 -6.30 -1.68
C -0.44 -7.77 -2.02
C 0.26 -8.84 -1.43
Cl 1.60 -8.72 -0.35
S -0.20 -10.37 -2.12
C -1.24 -9.59 -3.29
C -1.15 -8.20 -3.12
C 1.62 -4.20 -4.85
Cl 3.17 -4.74 -4.31
C 1.53 -3.90 -6.21
H -1.84 -3.52 -6.53
H -1.59 -3.64 -3.97
H -0.47 -3.97 -2.17
H 1.99 -2.60 -2.52
H 2.47 -3.95 -1.58
H 1.65 -4.01 1.09
H 0.88 -2.02 2.59
H 0.23 -0.93 -1.43
H -1.24 -5.78 -2.15
H -0.54 -6.23 -0.54
H -1.65 -10.10 -4.11
H -1.58 -7.46 -3.82
H 2.39 -3.98 -6.89
```

Values from the calculation:
Frontier orbital gap, eV: 4.00
Energy above the lowest of the compared OMol25 structures with the same formula, charge and spin, kcal per mole: 42.31
Multiplicity: 1
Total charge: +3
F_max, eV/Å: 3.82

Here are the Löwdin charges for atoms 1 to 99, given in e: 0.962, -0.049, -0.332, -0.058, -0.182, -0.011, 0.086, -0.333, 0.019, -0.149, 0.018, -0.035, -0.021, -0.070, -0.256, 1.046, -0.369, -0.143, -0.034, -0.039, -0.041, -0.059, -0.372, -0.109, -0.035, -0.037, -0.064, -0.071, 0.093, 0.120, 0.071, 0.142, 0.104, 0.070, -0.012, 0.166, 0.119, 0.136, 0.152, 0.169, 0.140, 0.120, 0.112, 0.127, 0.118, 0.109, 0.109, 0.061, 0.122, 0.133, 0.143, 0.110, -0.073, -0.468, -0.125, 1.057, -0.516, -0.115, -0.100, -0.524, -0.091, -0.113, 0.091, 0.013, 0.128, 0.065, 0.025, 0.117, 0.060, 0.084, 0.095, 0.084, 0.103, 0.124, 0.036, 0.080, 0.102, 0.102, 0.110, 0.031, 0.088, 0.102, 0.044, 0.766, -0.698, -0.091, -0.039, -0.196, -0.301, -0.048, 0.015, 0.060, -0.117, -0.079, -0.138, -0.113, -0.107, -0.344, -0.943